(1)
13
Properties=species:S:1:pos:R:3:forces:R:3:lowdin_charge:R:1 method="wB97M-V/def2-TZVPD" orbital_gap_ev=10.66 energy_ev=-12868.0584 relative_energy_kj_mol=464.7
C -0.184280 -0.129415 2.814251 -4.4 1.3 2.5 0.006
O -0.817767 0.387552 1.581024 0.5 0.4 2.5 0.054
C -0.166977 -0.011895 0.567364 3.6 -0.6 -3.7 -0.607
O 0.699363 -0.903649 0.491415 -2.1 1.3 1.1 0.047
O -0.377151 0.798621 -0.555006 0.3 -4.6 0.5 0.029
C 0.021234 -0.113387 -1.720924 -1.3 6.4 -0.8 -0.028
N -0.034593 0.794069 -2.681201 1.3 -5.5 -0.1 0.041
O 0.320885 0.058398 -3.950260 0.1 5.3 -0.7 -0.167
H -0.672979 -1.115467 2.997501 0.4 0.9 0.3 0.112
H -0.376122 0.677033 3.675469 -0.2 -1.9 -2.0 0.144
H 0.829376 -0.232144 2.838160 2.7 -0.3 -1.1 0.047
H 0.269275 -1.181393 -1.528953 -0.3 1.2 -0.5 0.155
H 0.489735 0.971677 -4.528841 -0.6 -3.9 1.9 0.166


(2)
10
Properties=species:S:1:pos:R:3:forces:R:3:lowdin_charge:R:1 method="wB97M-V/def2-TZVPD" orbital_gap_ev=9.46 energy_ev=-21491.4840 relative_energy_kj_mol=176.7
N -0.238409 1.508767 -0.583021 -0.9 2.9 -1.3 -0.077
N 1.301101 -0.018570 -0.161171 3.4 2.0 1.7 0.017
N -0.010998 0.356256 0.117118 1.3 0.4 2.1 -0.299
O -0.849979 2.439754 -0.101201 0.7 -2.5 0.3 0.031
O -1.499868 -1.224368 1.338833 -0.4 -0.1 0.8 -0.454
O -0.665348 -2.271710 -0.690043 -0.2 0.8 0.1 -0.428
S -1.437487 -1.197606 -0.096915 -1.0 -2.4 -1.3 0.818
H 1.695069 -0.593208 -0.889129 -1.9 -0.7 -0.6 0.088
H 2.034590 0.778514 -0.114366 -2.3 -1.4 0.4 0.135
H -0.328673 0.222169 1.179896 1.2 1.0 -2.2 0.167


(3)
11
Properties=species:S:1:pos:R:3:forces:R:3:lowdin_charge:R:1 method="wB97M-V/def2-TZVPD" orbital_gap_ev="6.08 / 6.09" energy_ev=-26856.0779 relative_energy_kj_mol=215.3 charge=-2
C -2.015746 -0.185462 -0.796870 1.3 -1.0 -1.5 -0.282
C -2.630145 -0.083673 0.355347 -0.1 0.4 2.3 -0.372
O 3.579339 -0.093534 0.804893 -0.1 -0.4 0.6 -0.553
O 1.287615 -1.948607 -0.296242 0.0 -0.9 0.5 -0.683
O 2.927547 2.005734 -0.504314 -1.3 -1.3 0.9 -0.600
P 1.265092 -0.698387 -1.092847 -0.4 0.5 -1.0 0.565
P 2.464442 0.709017 0.209189 0.0 1.7 -0.6 0.087
H -2.551183 -0.548253 -1.682163 -0.6 0.6 -0.4 -0.100
H -3.731451 -0.010816 0.677757 1.0 -0.5 -0.5 -0.012
H -1.868945 -0.049581 1.178471 -1.2 0.5 0.2 -0.019
H 1.273440 0.903559 1.146784 1.4 0.3 -0.3 -0.031


(4)
72
Properties=species:S:1:pos:R:3:forces:R:3:lowdin_charge:R:1 method="wB97M-V/def2-TZVPD" orbital_gap_ev=5.45 energy_ev=-94030.7426 relative_energy_kj_mol=0.0 charge=-2
Mg 1.013232 0.435666 -2.495712 0.3 -0.2 0.5 0.239
O 0.739772 2.412976 -8.279072 0.0 0.0 0.0 0.043
C 0.886589 1.989650 -6.985865 0.0 0.0 0.1 -0.287
C 1.561095 0.809165 -6.685960 0.0 0.0 -0.1 0.055
C 1.664146 0.450190 -5.357171 0.0 0.0 0.1 -0.150
N 1.128243 1.199256 -4.408260 0.0 0.1 -0.3 0.095
C 0.480220 2.322110 -4.679666 0.0 -0.1 0.0 -0.156
C 0.342425 2.774691 -5.976157 0.0 0.1 -0.1 0.069
C -0.075892 2.991593 -3.414762 0.0 -0.1 0.0 -0.623
O -0.565236 4.113838 -3.522707 -0.1 0.0 0.0 0.013
O 0.054059 2.268417 -2.376622 -0.2 0.2 -0.1 -0.123
C 2.380339 -0.791756 -4.799728 0.0 0.0 0.0 -0.614
O 2.936135 -1.539263 -5.605953 0.0 0.0 0.0 0.000
O 2.302177 -0.873837 -3.538467 0.1 -0.1 -0.2 -0.114
H 1.136831 1.750558 -8.854368 0.0 0.0 0.0 0.095
H 1.996795 0.175201 -7.449571 0.0 0.0 0.0 0.119
H -0.181233 3.694717 -6.191385 0.0 0.0 0.0 0.124
S 2.423835 0.911156 -0.454266 0.0 0.0 -0.1 0.339
P 1.248957 0.227482 1.043009 -0.2 0.3 0.1 0.544
C -0.465268 0.335803 0.928103 0.2 -0.4 0.2 -0.596
P -1.499887 -0.478697 -0.332308 -0.1 0.1 0.1 0.572
S -0.211315 -1.494566 -1.604104 0.0 0.1 -0.1 0.213
C -1.297454 0.802085 2.045463 -0.1 0.1 -0.1 -0.361
C -1.120971 0.438797 3.389707 0.0 0.0 -0.1 -0.058
C -1.937988 0.928354 4.399049 0.0 0.0 0.0 -0.110
C -2.999166 1.771645 4.107079 0.0 0.0 0.0 -0.137
C -3.224439 2.114960 2.776111 0.0 0.0 0.0 -0.113
C -2.395485 1.645770 1.773322 0.0 0.0 0.0 -0.082
C -2.158574 -1.909755 0.676317 0.0 0.0 0.0 -0.413
C -1.341836 -2.917957 1.187631 0.0 0.0 0.0 -0.110
C -1.869989 -3.940140 1.959578 0.0 0.0 0.0 -0.101
C -3.234973 -3.977615 2.233471 0.0 0.0 0.0 -0.128
C -4.058653 -2.982615 1.731077 0.0 0.0 0.0 -0.119
C -3.518708 -1.956960 0.959516 0.0 0.0 0.0 -0.122
C 1.960301 -1.414905 1.511226 -0.1 0.0 -0.1 -0.336
C 1.813089 -1.940827 2.793392 0.0 0.0 0.0 -0.116
C 2.242678 -3.227530 3.090019 0.0 0.0 0.0 -0.107
C 2.808671 -4.014997 2.097553 0.0 0.0 0.0 -0.114
C 2.952942 -3.501997 0.814627 0.0 0.0 0.0 -0.084
C 2.540169 -2.209953 0.524227 0.0 0.0 0.0 -0.122
C 1.762792 1.342148 2.412003 0.1 0.0 -0.1 -0.337
C 2.868849 1.074018 3.211501 0.0 -0.1 0.0 -0.093
C 3.321581 2.009546 4.133470 0.0 0.0 0.0 -0.103
C 2.680632 3.232622 4.257032 0.0 0.0 0.0 -0.114
C 1.594946 3.521028 3.438903 0.0 0.0 0.0 -0.084
C 1.146027 2.588951 2.518424 0.0 0.0 0.0 -0.078
H -0.332454 -0.255226 3.643134 0.0 0.0 0.0 0.082
H -1.753742 0.625101 5.424452 0.0 0.0 0.0 0.088
H -3.643114 2.145383 4.894474 0.0 0.0 0.0 0.078
H -4.046869 2.775308 2.521911 0.0 0.0 0.0 0.088
H -2.564099 1.948052 0.747141 0.0 0.0 0.0 0.096
H -0.281912 -2.901308 0.963558 0.0 0.0 0.0 0.073
H -1.215343 -4.713156 2.347552 0.0 0.0 0.0 0.090
H -3.649490 -4.776207 2.838774 0.0 0.0 0.0 0.083
H -5.123005 -3.003723 1.938926 0.0 0.0 0.0 0.085
H -4.159488 -1.168434 0.578014 0.0 0.0 0.0 0.087
H 1.355688 -1.344703 3.572613 0.0 0.0 0.0 0.087
H 2.124789 -3.615104 4.095498 0.0 0.0 0.0 0.091
H 3.137790 -5.022387 2.325324 0.0 0.0 0.0 0.087
H 3.380834 -4.112880 0.029124 0.0 0.0 0.0 0.100
H 2.652648 -1.812627 -0.476217 0.0 0.0 0.0 0.060
H 3.392511 0.132349 3.108655 0.0 0.0 0.0 0.098
H 4.185163 1.784960 4.748963 0.0 0.0 0.0 0.090
H 3.033615 3.964956 4.973966 0.0 0.0 0.0 0.087
H 1.097060 4.480185 3.513596 0.0 0.0 0.0 0.097
H 0.319652 2.826317 1.861519 0.0 0.0 0.0 0.115
N -2.980816 -0.493215 -3.716397 -0.1 0.0 0.1 -0.102
N -2.291164 0.767407 -3.729390 0.1 0.1 0.0 -0.070
H -3.410208 -0.623401 -2.799924 0.1 0.0 0.0 0.025
H -2.248692 -1.195815 -3.748919 0.0 0.0 0.0 0.014
H -1.822359 0.931844 -2.837573 -0.1 0.0 0.0 -0.005
H -2.987454 1.497299 -3.818476 0.0 0.0 -0.1 0.059